Run 1
Molecular formula: C4H14O2
Method: DFT, the ωB97M-V functional and the def2-TZVPD basis

XYZ file:
```
20
Properties=species:S:1:pos:R:3:mulliken_charge:R:1
C -0.994 -2.849 0.120 -1.517
C -0.371 -1.567 -0.417 1.043
C -1.388 -0.502 -0.745 -1.486
C 0.739 -1.107 0.535 -1.199
H -0.280 -3.659 0.279 0.383
H -1.470 -2.651 1.092 0.339
H -1.802 -3.207 -0.518 0.391
H 0.099 -1.783 -1.383 0.112
H -1.011 0.512 -0.781 0.389
H -2.210 -0.419 -0.042 0.338
H -1.947 -0.622 -1.680 0.366
H 1.150 -1.913 1.148 0.356
H 1.542 -0.524 0.073 0.329
H 0.303 -0.460 1.320 0.160
O 2.778 3.163 -3.039 -0.641
H 3.646 2.794 -2.892 0.320
H 2.475 3.208 -3.945 0.321
O -1.220 2.053 3.498 -0.655
H -1.031 1.677 2.636 0.332
H -0.563 1.851 4.172 0.320
```

Properties
- HOMO energy (eV) = -11.1
- Kohn-Sham gap (eV) = 11.9
- LUMO energy (hartree) = 0.029



Run 2
Molecular formula: C4H14O2
Method: DFT, the ωB97M-V functional and the def2-TZVPD basis

XYZ file:
```
20
Properties=species:S:1:pos:R:3:mulliken_charge:R:1
C -1.405 2.007 -0.133 -1.161
C 0.115 1.872 -0.167 0.440
C 0.879 1.817 1.110 -1.248
C 0.380 0.557 -1.039 -1.170
H -1.530 2.056 -1.217 0.356
H -1.847 1.081 0.342 0.253
H -1.709 2.899 0.443 0.345
H 0.507 2.764 -0.647 0.261
H 1.883 1.901 0.699 0.347
H 0.674 0.845 1.528 0.264
H 0.661 2.653 1.809 0.326
H -0.187 0.770 -2.014 0.370
H 1.467 0.549 -1.188 0.350
H 0.161 -0.315 -0.456 0.270
O 1.078 -3.830 1.692 -0.600
H 1.975 -3.981 1.577 0.302
H 0.858 -2.973 1.673 0.299
O -1.654 -3.485 -1.417 -0.634
H -0.985 -3.874 -2.025 0.322
H -1.321 -3.313 -0.567 0.307
```

Properties
- HOMO energy (eV) = -10.9
- Kohn-Sham gap (eV) = 11.4
- LUMO energy (hartree) = 0.019



Which one is most stable, and which one is least stable? run 1 is the most stable of them, while run 2 is the least stable.